Record 1
{"formula": "C13H14BBr2F9NOS", "method": "wB97M-V/def2-TZVPD", "homo_ev": -12.853, "molar_mass_g_mol": 573.9, "homo_lumo_gap_ev": 8.22, "total_charge": 1, "species": ["C", "B", "O", "N", "C", "C", "C", "C", "C", "C", "C", "F", "F", "C", "F", "F", "S", "F", "F", "F", "F", "F", "C", "C", "Br", "C", "C", "Br", "H", "H", "H", "H", "H", "H", "H", "H", "H", "H", "H", "H", "H", "H"], "coordinates": [[0.71, 1.18, 4.66], [0.18, 1.97, 3.38], [-0.97, 2.76, 3.47], [0.85, 1.90, 2.01], [2.08, 2.48, 1.77], [2.73, 2.44, 0.49], [2.03, 1.75, -0.62], [0.72, 1.15, -0.37], [-0.13, 0.43, -1.46], [0.77, -0.27, -2.58], [-0.08, -1.22, -3.51], [-1.44, -1.08, -3.33], [0.12, -0.70, -4.81], [0.41, -2.70, -3.60], [1.68, -2.73, -4.13], [-0.37, -3.33, -4.54], [0.38, -3.73, -2.04], [1.81, -3.15, -1.51], [-0.50, -2.66, -1.19], [-0.97, -4.49, -2.57], [1.23, -4.89, -2.84], [0.36, -4.71, -0.75], [0.18, 1.24, 0.99], [-1.18, 0.59, 1.33], [-1.07, -1.16, 2.24], [-2.37, 1.16, 1.02], [-3.69, 0.36, 1.39], [-2.43, 2.88, 0.13], [-0.16, 1.06, 5.36], [1.49, 1.77, 5.20], [1.06, 0.14, 4.43], [-1.58, 2.33, 4.09], [2.59, 2.99, 2.62], [3.71, 2.94, 0.36], [2.51, 1.70, -1.62], [-0.92, -0.25, -1.05], [-0.69, 1.25, -2.00], [1.66, -0.76, -2.13], [1.16, 0.59, -3.20], [-3.71, 0.22, 2.50], [-3.62, -0.64, 0.88], [-4.56, 0.93, 0.98]], "mulliken_charge": [-0.8377, 0.7305, -0.5565, 0.0110, -0.0793, -0.8958, -0.2976, 0.6760, -0.2199, -1.3614, 0.7985, -0.2940, -0.3293, 0.5923, -0.2471, -0.2471, 1.2173, -0.2878, -0.2468, -0.2938, -0.3140, -0.2811, -0.1640, -0.8876, 0.0181, 0.7271, -1.1063, -0.0688, 0.2907, 0.3215, 0.2941, 0.3111, 0.4123, 0.4009, 0.3884, 0.4372, 0.3712, 0.5128, 0.4958, 0.3138, 0.3137, 0.3816]}

Record 2
{"formula": "C2H7N2O2", "method": "wB97M-V/def2-TZVPD", "homo_ev": -15.005, "relative_energy_kj_mol": 42.7, "molar_mass_g_mol": 91.1, "homo_lumo_gap_ev": 11.76, "total_charge": 1, "species": ["C", "C", "N", "N", "O", "O", "H", "H", "H", "H", "H", "H", "H"], "coordinates": [[1.96, -0.08, 0.10], [-2.09, 0.18, -0.38], [3.27, 0.11, 0.08], [-3.25, -0.17, 0.01], [1.25, 0.82, -0.33], [-1.15, 0.48, 0.42], [1.52, -0.96, 0.66], [3.96, -0.59, 0.23], [3.67, 0.77, -0.65], [-4.05, -0.30, -0.69], [-2.03, 0.07, -1.47], [-3.42, -0.55, 0.97], [-0.14, 0.82, -0.02]], "mulliken_charge": [0.2614, 0.3200, -0.3594, -0.3022, -0.6416, -0.5121, 0.2963, 0.2751, 0.2972, 0.3018, 0.2947, 0.2813, 0.4874]}

Record 3
{"formula": "C20H19IN3S7V", "method": "wB97M-V/def2-TZVPD", "homo_ev": [-0.402, -0.266], "molar_mass_g_mol": 703.7, "homo_lumo_gap_ev": [4.05, 3.91], "total_charge": -2, "species": ["V", "S", "C", "S", "C", "C", "S", "S", "S", "C", "C", "N", "C", "C", "S", "C", "C", "S", "C", "N", "C", "H", "H", "H", "H", "H", "H", "H", "H", "C", "C", "C", "C", "C", "C", "C", "C", "N", "H", "H", "H", "H", "H", "H", "H", "H", "H", "I", "C", "H", "H"], "coordinates": [[0.16, -1.04, 0.40], [5.40, -1.41, 5.60], [4.22, -1.34, 4.42], [4.53, -1.56, 2.74], [2.89, -1.36, 2.15], [1.96, -1.11, 3.09], [0.27, -0.89, 2.77], [2.55, -1.05, 4.74], [2.54, -1.51, 0.46], [2.27, -1.11, -3.06], [0.78, -1.14, -3.07], [0.01, -1.10, -2.05], [-1.32, -1.17, -2.36], [-1.58, -1.24, -3.70], [-0.10, -1.23, -4.59], [-2.32, -1.23, -1.31], [-3.67, -1.32, -1.52], [-4.49, -1.42, -0.01], [-2.96, -1.32, 0.82], [-1.95, -1.23, 0.02], [-2.92, -1.29, 2.31], [2.62, -1.14, -2.03], [2.64, -0.20, -3.54], [2.67, -1.97, -3.60], [-2.53, -1.30, -4.22], [-4.21, -1.35, -2.45], [-3.94, -1.28, 2.71], [-2.38, -0.41, 2.65], [-2.39, -2.16, 2.68], [2.60, 1.96, -0.15], [1.30, 2.70, -0.12], [1.26, 4.08, -0.20], [0.07, 4.79, -0.13], [-1.11, 4.07, 0.02], [-1.12, 2.69, 0.10], [-2.42, 1.95, 0.29], [0.10, 1.94, 0.05], [0.12, 0.61, 0.16], [3.44, 2.64, -0.34], [2.59, 1.17, -0.90], [2.77, 1.45, 0.81], [2.20, 4.62, -0.31], [0.05, 5.87, -0.19], [-2.06, 4.61, 0.08], [-3.26, 2.65, 0.35], [-2.38, 1.36, 1.21], [-2.59, 1.26, -0.53], [-0.57, -4.36, 1.49], [0.02, -3.14, -0.23], [-0.71, -3.45, -0.99], [0.97, -3.60, -0.52]], "mulliken_charge": [0.4284, -0.4130, 0.1338, -0.1507, -0.1757, 0.0546, -0.4518, -0.1417, -0.5613, -0.7422, 0.3147, 0.5808, -0.1635, -0.5199, -0.3088, -0.5768, -0.3757, -0.2994, 0.2039, 1.2220, -1.2022, -0.1506, 0.3053, 0.3871, 0.3946, 0.4017, 0.5165, 0.1538, 0.1743, -0.9569, 1.0245, -0.7107, -0.7328, -0.6936, 0.9286, -0.6483, -0.3761, -0.1875, 0.3667, -0.0328, 0.1403, 0.3091, 0.3320, 0.3008, 0.3682, -0.0104, -0.0380, -0.2141, -1.1685, 0.4687, 0.4926]}

Record 4
{"formula": "C2H6NO2S", "method": "wB97M-V/def2-TZVPD", "homo_ev": -2.963, "relative_energy_kj_mol": 409.9, "molar_mass_g_mol": 108.1, "homo_lumo_gap_ev": 7.02, "total_charge": -1, "species": ["C", "C", "N", "O", "O", "S", "H", "H", "H", "H", "H", "H"], "coordinates": [[0.56, -1.16, -0.98], [-0.52, -0.27, -0.89], [-0.34, 0.67, 1.37], [-0.53, 2.12, 1.10], [-0.76, 0.75, -1.51], [1.45, -1.69, 0.54], [1.44, -0.92, -1.66], [0.22, -2.07, -1.35], [-1.36, -0.51, -0.20], [-0.35, 0.53, 2.37], [-0.46, 2.08, 0.11], [0.64, 0.48, 1.09]], "mulliken_charge": [-0.6830, 0.3525, -0.4129, -0.4557, -0.6242, -0.6352, 0.1783, 0.2473, 0.2991, 0.1997, 0.3321, 0.2021]}

| no. | strongest force on any atom (eV/A) |
| --- | --- |
| 1 | 4.568 |
| 2 | 4.567 |
| 3 | 3.639 |
| 4 | 5.008 |